1.
Formula: C29H27ClIN6O3P
Source: the Open Molecules 2025 dataset
Level of theory: ωB97M-V/def2-TZVPD

Atoms and positions in Å:
1 N -4.6500 -1.5139 2.1054
2 C -3.5565 -0.6448 1.6736
3 C -3.2372 -0.6788 0.1889
4 C -4.2530 -0.5682 -0.7639
5 C -3.9779 -0.6465 -2.1203
6 C -2.7009 -0.8248 -2.6201
7 C -1.6691 -0.8689 -1.6875
8 I 0.2348 -1.0701 -2.5280
9 C -1.9078 -0.7955 -0.3022
10 P -0.5993 -0.8722 1.0034
11 O 0.2570 -2.1364 0.4656
12 Cl 0.5947 0.7579 0.4386
13 C -5.2413 -0.4752 -2.8798
14 O -5.4805 -0.8191 -3.9957
15 N -6.2157 0.1029 -1.9754
16 C -5.7344 -0.3184 -0.6489
17 O -6.4861 -0.4812 0.2597
18 H -4.8945 -2.1796 1.3864
19 H -5.4822 -0.9778 2.2955
20 H -2.6722 -0.9306 2.2259
21 H -3.7510 0.3958 1.9403
22 H -2.5153 -0.8786 -3.6848
23 H 1.0313 -2.2229 1.0409
24 H -6.0723 1.1137 -1.9866
25 C 1.9476 -2.3067 6.3906
26 C 0.5993 -2.4920 6.1308
27 C 0.1399 -2.2836 4.8395
28 N 0.9267 -1.9104 3.8336
29 C 2.2210 -1.7332 4.1005
30 C 2.7815 -1.9189 5.3541
31 H 2.3425 -2.4588 7.3869
32 H -0.0869 -2.7921 6.9106
33 H -0.9082 -2.4209 4.5955
34 H 2.8411 -1.4198 3.2665
35 H 3.8360 -1.7518 5.5153
36 C -3.3190 -0.1607 -9.0763
37 C -3.9041 0.2154 -7.8788
38 C -3.3264 -0.2205 -6.6956
39 N -2.2392 -0.9874 -6.6447
40 C -1.6895 -1.3419 -7.8042
41 C -2.1853 -0.9563 -9.0401
42 H -3.7392 0.1594 -10.0211
43 H -4.7917 0.8324 -7.8567
44 H -3.7606 0.0538 -5.7443
45 H -0.8067 -1.9684 -7.7361
46 H -1.6940 -1.2750 -9.9492
47 C 2.9030 4.0388 -3.1359
48 C 2.1908 3.2255 -2.2699
49 C 0.8537 2.9796 -2.5437
50 N 0.2120 3.4851 -3.5958
51 C 0.9090 4.2656 -4.4181
52 C 2.2495 4.5714 -4.2357
53 H 3.9489 4.2539 -2.9578
54 H 2.6569 2.7858 -1.3984
55 H 0.2664 2.3433 -1.8916
56 H 0.3637 4.6650 -5.2664
57 H 2.7649 5.2107 -4.9393
58 C 7.9119 0.6378 7.2542
59 C 7.1635 -0.2601 7.9980
60 C 5.8350 -0.4554 7.6523
61 N 5.2338 0.1741 6.6449
62 C 5.9653 1.0351 5.9408
63 C 7.3011 1.3006 6.2020
64 H 8.9524 0.8182 7.4908
65 H 7.5971 -0.7994 8.8288
66 H 5.2182 -1.1520 8.2108
67 H 5.4517 1.5372 5.1281
68 H 7.8457 2.0101 5.5944

Forces on atoms 1 to 2 (eV/Å):
0.18 0.07 0.18
-0.06 -0.16 -0.09

Values from the calculation:
**Spin multiplicity**: 1
**SMILES string**: NCc1c2c(cc(I)c1P(O)Cl)C(=O)NC2=O.c1ccncc1.c1ccncc1.c1ccncc1.c1ccncc1
**LUMO**: -0.6 eV
**Molar mass**: 700.91 Da
**Calculated total energy**: -75505.9471 eV
**Max |F|**: 0.86 eV Å⁻¹



2.
Formula: C29H27ClN4PRhS2
Source: the Open Molecules 2025 dataset
Level of theory: ωB97M-V/def2-TZVPD

Atoms and positions in Å:
1 Rh -0.0119 -0.3392 1.4094
2 Cl 1.6064 0.7675 2.9962
3 C 1.9886 2.2012 2.0421
4 C 2.4494 3.3180 2.7000
5 C 2.7362 4.4502 1.9441
6 C 2.5542 4.4433 0.5713
7 C 2.0904 3.3005 -0.0658
8 C 1.8036 2.1533 0.6696
9 P 1.2400 0.6437 -0.1478
10 C 2.6680 -0.3323 -0.5891
11 C 3.9333 -0.0335 -0.0915
12 C 5.0092 -0.8462 -0.4266
13 C 4.8186 -1.9442 -1.2514
14 C 3.5525 -2.2430 -1.7489
15 C 2.4748 -1.4438 -1.4164
16 C 0.4082 1.1567 -1.6401
17 C 1.0751 1.1423 -2.8658
18 C 0.4494 1.6633 -3.9889
19 C -0.8245 2.2018 -3.8878
20 C -1.4845 2.2202 -2.6643
21 C -0.8752 1.6953 -1.5382
22 H 2.5782 3.3131 3.7733
23 H 3.0973 5.3403 2.4407
24 H 2.7707 5.3295 -0.0085
25 H 1.9464 3.2986 -1.1389
26 H 4.0870 0.8319 0.5415
27 H 5.9962 -0.6132 -0.0511
28 H 5.6610 -2.5689 -1.5169
29 H 3.4115 -3.0954 -2.3998
30 H 1.4874 -1.6740 -1.8037
31 H 2.0757 0.7397 -2.9478
32 H 0.9621 1.6532 -4.9409
33 H -1.3056 2.6123 -4.7654
34 H -2.4736 2.6529 -2.5924
35 H -1.3923 1.6928 -0.5875
36 C -6.6292 1.5221 2.5974
37 C -5.5173 1.0821 1.7084
38 C -5.6690 0.5097 0.4785
39 C -4.5252 0.1107 -0.2204
40 N -3.2853 0.3004 0.2549
41 C -3.1551 0.8502 1.4511
42 S -1.6571 1.0939 2.2725
43 N -4.2529 1.2258 2.1611
44 C -4.6226 -0.5711 -1.5401
45 H -7.5570 1.5989 2.0377
46 H -6.4105 2.4877 3.0536
47 H -6.7711 0.7928 3.3977
48 H -6.6573 0.3639 0.0696
49 H -4.1045 1.6305 3.0791
50 H -5.6151 -0.4814 -1.9739
51 H -4.3960 -1.6315 -1.4013
52 H -3.8734 -0.1740 -2.2226
53 C 1.5221 -6.1377 0.2989
54 C 1.3718 -4.6966 0.6470
55 C 2.3289 -4.0122 1.4002
56 C 2.1051 -2.6862 1.6922
57 N 0.9842 -2.1003 1.2672
58 C 0.1188 -2.8252 0.5351
59 S -1.1964 -1.7510 0.0882
60 N 0.2597 -4.0811 0.2082
61 H 2.5377 -6.4911 0.4585
62 H 1.2222 -6.3040 -0.7343
63 H 0.8480 -6.7247 0.9265
64 H 3.2280 -4.5045 1.7390
65 H 2.8049 -2.0838 2.2571

Forces on atoms 1 to 2 (eV/Å):
0.12 0.00 0.84
-0.16 -0.01 -0.09

Values from the calculation:
**Spin multiplicity**: 1
**LUMO**: -6.7 eV
**Molar mass**: 665.03 Da
**Charge**: +2
**Calculated total energy**: -82951.0524 eV
**Max |F|**: 0.85 eV Å⁻¹
**Energy above the lowest of the compared OMol25 structures with the same formula, charge and spin**: 0.00 kJ/mol



3.
Formula: C29H27F5MnO3S2Se4Te
Source: the Open Molecules 2025 dataset
Level of theory: ωB97M-V/def2-TZVPD

Atoms and positions in Å:
1 Mn 0.1488 -0.5207 -0.6668
2 Se 0.0322 -1.5526 -2.8133
3 Se 2.0425 -2.6581 -3.1531
4 Te 3.7181 -0.8021 -2.6139
5 Se 2.3689 0.0696 -0.6149
6 C -0.4396 4.1568 -1.1745
7 S 0.6535 2.7342 -0.8102
8 O -0.3190 1.6049 -0.6716
9 C 1.1233 3.1880 0.8783
10 C 0.1860 3.6079 1.8022
11 C 0.5736 3.8644 3.1065
12 C 1.8906 3.6724 3.4872
13 C 2.8263 3.2507 2.5565
14 C 2.4492 3.0185 1.2436
15 H -1.2410 4.2110 -0.4480
16 H -0.8504 3.9869 -2.1635
17 H 0.1663 5.0542 -1.1613
18 H -0.8440 3.7061 1.5167
19 H -0.1599 4.1984 3.8247
20 H 2.1839 3.8447 4.5141
21 H 3.8516 3.0887 2.8555
22 H 3.1712 2.6855 0.5096
23 F -5.4265 5.8646 4.8418
24 C -4.7028 4.8449 4.3358
25 C -4.3630 3.7556 5.1336
26 F -4.7898 3.7160 6.4120
27 C -3.5999 2.7287 4.6189
28 F -3.2913 1.6987 5.4255
29 C -3.1369 2.7169 3.2923
30 Se -2.0812 1.3384 2.6405
31 C -3.5299 3.8160 2.5112
32 F -3.1531 3.8729 1.2152
33 C -4.2861 4.8572 3.0091
34 F -4.6264 5.8907 2.2126
35 O 0.8914 -2.1579 0.7675
36 S 0.7179 -3.4916 0.1401
37 C -0.4331 -4.3703 1.2194
38 C -1.0860 -5.4847 0.7228
39 C -2.0586 -6.0968 1.4961
40 C -2.3567 -5.5982 2.7554
41 C -1.6885 -4.4885 3.2463
42 C -0.7260 -3.8616 2.4692
43 C 2.1553 -4.4193 0.7138
44 C 2.5477 -5.5371 0.0034
45 C 3.6523 -6.2500 0.4348
46 C 4.3489 -5.8327 1.5587
47 C 3.9638 -4.6886 2.2372
48 C 2.8614 -3.9702 1.8109
49 H -0.8440 -5.8514 -0.2639
50 H -2.5937 -6.9493 1.1061
51 H -3.1197 -6.0770 3.3538
52 H -1.9225 -4.1036 4.2283
53 H -0.2270 -2.9669 2.8139
54 H 2.0017 -5.8310 -0.8796
55 H 3.9668 -7.1290 -0.1055
56 H 5.2061 -6.3953 1.8996
57 H 4.5136 -4.3513 3.1030
58 H 2.5513 -3.0621 2.3056
59 C -2.9132 -2.7391 -1.1569
60 C -2.7565 -1.4438 -0.3299
61 C -3.5147 -0.3099 -1.0371
62 C -3.3381 -1.7058 1.0719
63 O -1.4376 -1.0860 -0.2082
64 H -3.9709 -2.9720 -1.2540
65 H -2.4092 -3.5695 -0.6623
66 H -2.4893 -2.6174 -2.1565
67 H -4.5640 -0.5615 -1.1630
68 H -3.0673 -0.1510 -2.0191
69 H -3.4252 0.6108 -0.4636
70 H -4.2902 -2.2297 0.9991
71 H -3.4715 -0.7713 1.6119
72 H -2.6426 -2.3234 1.6392

Forces on atoms 1 to 2 (eV/Å):
-0.75 0.21 0.15
-0.01 -0.10 -0.84

Values from the calculation:
**Spin multiplicity**: 5
**LUMO (alpha / beta)**: 1.2 / 1.6 eV
**Molar mass**: 1081.03 Da
**Charge**: -1
**Calculated total energy**: -371911.6986 eV
**Max |F|**: 2.60 eV Å⁻¹
**<S²>**: 6.140



4.
Formula: C29H27N5O3SScTe
Source: the Open Molecules 2025 dataset
Level of theory: ωB97M-V/def2-TZVPD

Atoms and positions in Å:
1 Sc -0.4265 0.1893 0.4120
2 C 1.6774 2.8916 0.9972
3 N 0.3413 2.4799 1.4291
4 C -0.7235 3.4340 1.1170
5 C -1.4571 3.0779 -0.1354
6 N -1.3599 1.9200 -0.7440
7 C -2.2617 1.9792 -1.8159
8 C -2.5666 1.0416 -2.7983
9 C -3.5047 1.3972 -3.7459
10 C -4.1311 2.6550 -3.7282
11 C -3.8320 3.5947 -2.7620
12 C -2.8861 3.2204 -1.8164
13 N -2.3451 3.9018 -0.7284
14 C 2.1827 1.9859 -0.0741
15 N 1.4985 0.9620 -0.5130
16 C 2.3094 0.3531 -1.4837
17 C 2.0938 -0.7731 -2.2724
18 C 3.0873 -1.1229 -3.1647
19 C 4.2736 -0.3783 -3.2773
20 C 4.4989 0.7393 -2.4981
21 C 3.4887 1.0769 -1.6068
22 N 3.3772 2.1176 -0.6860
23 H 2.3650 2.8521 1.8471
24 H 1.6858 3.9260 0.6399
25 H 0.3303 2.3198 2.4316
26 H -0.3428 4.4591 1.0465
27 H -1.4487 3.4088 1.9352
28 H -2.0944 0.0687 -2.8205
29 H -3.7645 0.6917 -4.5231
30 H -4.8617 2.8917 -4.4893
31 H -4.3087 4.5650 -2.7467
32 H -2.5849 4.8258 -0.4132
33 H 1.1930 -1.3674 -2.1899
34 H 2.9513 -1.9917 -3.7939
35 H 5.0268 -0.6867 -3.9891
36 H 5.4099 1.3158 -2.5804
37 H 4.0600 2.8309 -0.4968
38 C 2.8869 -5.8828 0.4648
39 O 1.4925 -6.1586 0.3550
40 C 0.6398 -5.1280 0.3445
41 C -0.7249 -5.4876 0.2785
42 C -1.6637 -4.5044 0.2487
43 C -1.3161 -3.1259 0.2713
44 C -2.3120 -2.1249 0.0964
45 C -3.7712 -2.3615 0.3053
46 O -2.0047 -0.9352 -0.2263
47 C 0.0623 -2.7957 0.3952
48 O 0.4570 -1.5486 0.5265
49 C 1.0331 -3.7998 0.3991
50 H 3.3807 -6.8483 0.4890
51 H 3.0962 -5.3382 1.3867
52 H 3.2331 -5.3114 -0.3979
53 H -0.9892 -6.5339 0.2449
54 H -2.7028 -4.7883 0.1734
55 H -4.0910 -3.3921 0.2043
56 H -4.3382 -1.7200 -0.3656
57 H -3.9811 -2.0449 1.3323
58 H 2.0652 -3.4995 0.4863
59 Te -2.0037 0.4755 2.7606
60 C -0.4933 1.2004 4.0188
61 C -0.4704 2.3805 4.7199
62 C 0.7410 2.5774 5.4490
63 C 1.6176 1.5481 5.2861
64 S 0.9757 0.3496 4.2478
65 H -1.3018 3.0718 4.7384
66 H 0.9383 3.4352 6.0751
67 H 2.5940 1.4382 5.7299

Forces on atoms 1 to 2 (eV/Å):
0.15 1.00 0.37
0.11 0.04 0.20

Values from the calculation:
**Spin multiplicity**: 1
**LUMO**: -2.6 eV
**Molar mass**: 698.19 Da
**Charge**: +1
**Calculated total energy**: -82934.0926 eV
**Max |F|**: 1.08 eV Å⁻¹
**Energy above the lowest of the compared OMol25 structures with the same formula, charge and spin**: 10.05 kJ/mol



> spin multiplicity of number 4 (C29H27N5O3SScTe)?

1